a | This record from the Open Molecules 2025 dataset describes a molecular structure, C27H23N5O4SSrTe. The level of theory is wB97M-V/def2-TZVPD.

Geometry (Å):
Sr 0.235 0.749 0.210
O 0.652 -3.483 0.776
C 0.294 -2.446 0.238
O 1.021 -1.440 -0.105
C -1.210 -2.206 0.041
C -2.173 -3.198 -0.032
C -3.504 -2.803 -0.086
C -3.847 -1.458 -0.018
C -2.827 -0.529 0.098
N -1.554 -0.921 0.082
C -3.024 0.985 0.331
O -4.077 1.496 -0.005
O -1.996 1.517 0.891
H -1.882 -4.239 -0.022
H -4.283 -3.552 -0.155
H -4.873 -1.119 -0.033
C 3.501 -2.365 2.448
N 3.231 -1.225 1.597
C 3.681 -0.001 1.818
N 4.509 0.182 2.871
S 3.254 1.335 0.840
H 2.911 -3.198 2.072
H 3.206 -2.162 3.482
H 4.557 -2.646 2.423
H 2.559 -1.345 0.829
H 4.973 -0.602 3.298
H 4.950 1.082 2.942
Te -0.264 3.862 0.875
C 1.140 5.387 0.533
C 1.039 6.598 1.210
C 1.966 7.606 0.981
C 2.998 7.411 0.075
C 3.109 6.204 -0.600
C 2.187 5.193 -0.367
C -1.412 4.167 -0.862
C -0.846 3.978 -2.119
C -1.614 4.163 -3.261
C -2.949 4.522 -3.144
C -3.515 4.694 -1.891
C -2.750 4.519 -0.746
H 0.230 6.763 1.910
H 1.883 8.548 1.507
H 3.718 8.200 -0.103
H 3.920 6.045 -1.299
H 2.298 4.245 -0.879
H 0.200 3.709 -2.219
H -1.168 4.024 -4.238
H -3.553 4.659 -4.032
H -4.561 4.956 -1.798
H -3.201 4.629 0.230
N -2.378 -2.423 5.679
C -1.708 -1.599 5.242
C -0.860 -0.561 4.712
C -0.532 0.548 5.484
C 0.291 1.509 4.932
C 0.737 1.332 3.632
N 0.411 0.279 2.878
C -0.371 -0.655 3.416
H -0.917 0.640 6.491
H 0.585 2.389 5.486
H 1.397 2.055 3.163
H -0.619 -1.515 2.804

Kohn-Sham gap: 8.17 eV
HOMO energy: -8.44 eV



b | This record from the Open Molecules 2025 dataset describes a molecular structure, C27H23N5O4SSrTe. The level of theory is wB97M-V/def2-TZVPD.

Geometry (Å):
Sr 0.870 0.117 1.637
O -0.983 -2.857 -0.855
C -0.003 -2.330 -0.311
O 0.473 -1.174 -0.519
C 0.704 -3.110 0.805
C 0.855 -4.485 0.867
C 1.578 -5.014 1.932
C 2.105 -4.177 2.905
C 1.878 -2.812 2.784
N 1.210 -2.329 1.750
C 2.413 -1.771 3.783
O 3.059 -2.170 4.737
O 2.118 -0.566 3.479
H 0.426 -5.113 0.099
H 1.734 -6.084 1.996
H 2.678 -4.544 3.745
C -4.039 -3.478 0.616
N -3.048 -2.490 0.990
C -3.238 -1.552 1.905
N -4.462 -1.450 2.459
S -2.032 -0.491 2.460
H -3.545 -4.225 0.002
H -4.856 -3.049 0.033
H -4.437 -3.980 1.502
H -2.182 -2.493 0.453
H -5.179 -2.128 2.275
H -4.558 -0.842 3.253
Te 0.838 1.847 -1.154
C 1.397 3.876 -1.311
C 1.921 4.571 -0.225
C 2.297 5.900 -0.358
C 2.141 6.546 -1.576
C 1.609 5.861 -2.658
C 1.238 4.530 -2.527
C 2.779 1.027 -1.306
C 3.150 0.252 -2.395
C 4.406 -0.335 -2.432
C 5.295 -0.161 -1.381
C 4.930 0.608 -0.287
C 3.674 1.199 -0.252
H 2.038 4.082 0.734
H 2.708 6.429 0.492
H 2.432 7.583 -1.681
H 1.485 6.361 -3.610
H 0.827 4.003 -3.378
H 2.457 0.092 -3.211
H 4.689 -0.938 -3.285
H 6.270 -0.630 -1.415
H 5.613 0.746 0.541
H 3.416 1.823 0.599
N -4.334 -2.338 -2.600
C -4.130 -1.329 -2.090
C -3.923 -0.063 -1.456
C -5.008 0.739 -1.111
C -4.753 1.960 -0.516
C -3.432 2.328 -0.303
N -2.394 1.566 -0.629
C -2.629 0.384 -1.187
H -6.017 0.405 -1.313
H -5.557 2.622 -0.228
H -3.201 3.284 0.155
H -1.768 -0.236 -1.428

Kohn-Sham gap: 8.76 eV
HOMO energy: -8.78 eV



Which structure is most stable? a, by 51.8 kJ/mol over the runner-up.